Entry 1:
This record from the OMol25 dataset describes a cluster of 2 separate species, C4H12N3 in total. The level of theory is ωB97M-V with the def2-TZVPD basis set.

2S+1   1
Net charge   +1

Geometry as XYZ:
```
19
Properties=species:S:1:pos:R:3:nbo_charge:R:1
N -0.628 -0.019 1.241 -0.697
N -1.446 0.399 -1.685 -0.852
N 2.758 1.446 1.020 -0.777
C -0.736 -0.818 -1.645 -0.020
C 1.756 0.494 1.058 0.063
C -1.202 -1.971 -1.190 -0.530
C 0.584 0.670 1.693 -0.199
H -0.424 -0.995 0.992 0.452
H -0.991 0.423 0.382 0.467
H 0.422 1.535 2.319 0.218
H -2.249 -2.106 -0.947 0.211
H -1.240 0.906 -2.536 0.402
H 2.009 -0.508 0.716 0.215
H -1.353 -0.121 1.955 0.439
H 0.246 -0.724 -2.097 0.209
H 3.036 1.663 0.072 0.401
H 2.463 2.309 1.460 0.380
H -0.554 -2.835 -1.164 0.233
H -2.451 0.252 -1.647 0.385
```


Entry 2:
This record from the OMol25 dataset describes a cluster of 2 separate species, C4H12N3 in total. The level of theory is ωB97M-V with the def2-TZVPD basis set.

2S+1   1
Net charge   +1

Geometry as XYZ:
```
19
Properties=species:S:1:pos:R:3:nbo_charge:R:1
N -0.160 -1.231 3.013 -0.533
N 0.180 -0.993 0.701 -0.016
N 0.567 -0.116 -0.102 0.060
C 1.088 -0.314 -1.394 -0.530
C -0.245 -0.472 1.967 0.229
C -0.150 3.187 -1.237 -0.846
C 0.166 -2.373 0.502 -0.508
H 0.360 0.010 -2.252 0.315
H -0.721 2.391 -1.163 0.190
H -0.664 4.058 -0.722 0.228
H 0.124 3.655 -2.181 0.233
H 1.084 -2.666 -0.204 0.259
H 0.649 2.906 -0.714 0.196
H -0.666 0.558 1.946 0.233
H -0.445 -0.894 3.908 0.403
H 0.260 -2.793 1.563 0.304
H 1.212 -1.325 -1.736 0.224
H 1.939 0.293 -1.601 0.287
H -0.818 -2.656 0.031 0.274
```


Entry 3:
This record from the OMol25 dataset describes the ion C4H12N3 with charge +1. The level of theory is ωB97M-V with the def2-TZVPD basis set.

SMILES string   C[C@@H]1C[C@]1([NH3+])NN
2S+1   1
Net charge   +1

Geometry as XYZ:
```
19
Properties=species:S:1:pos:R:3:nbo_charge:R:1
N -1.049 0.929 -0.355 -0.483
N -2.443 0.651 -0.387 -0.713
N -1.094 -1.302 0.550 -0.704
C 2.171 0.907 0.463 -0.638
C -0.245 -0.094 0.018 0.310
C 0.938 -0.791 -1.162 -0.461
C 1.209 -0.240 0.314 -0.245
H 2.988 0.712 -0.188 0.244
H 1.201 -0.043 -1.951 0.240
H -2.838 1.034 -1.337 0.416
H -0.831 1.821 0.006 0.381
H 2.727 0.828 1.544 0.240
H -1.872 -1.373 -0.075 0.465
H 1.826 1.983 0.346 0.237
H -1.434 -1.080 1.494 0.430
H 1.321 -0.988 1.144 0.231
H -2.786 1.023 0.522 0.378
H 0.747 -1.810 -1.501 0.226
H -0.536 -2.166 0.555 0.445
```


Entry 4:
This record from the OMol25 dataset describes a cluster of 2 separate species, C4H12N3 in total. The level of theory is ωB97M-V with the def2-TZVPD basis set.

2S+1   1
Net charge   +1

Geometry as XYZ:
```
19
Properties=species:S:1:pos:R:3:nbo_charge:R:1
N -0.593 -0.603 2.966 -0.783
N -0.312 -0.151 -1.521 -0.409
N 1.302 1.153 0.251 -0.859
C -1.704 -0.077 -1.927 -0.433
C 0.745 0.796 1.551 -0.152
C 0.588 -0.753 -2.187 0.095
C 0.061 -0.333 1.761 -0.013
H 1.595 -0.652 -1.811 0.214
H 0.142 0.449 -0.708 0.470
H 1.490 2.138 0.222 0.401
H 0.342 -1.394 -3.025 0.221
H -1.979 0.963 -2.085 0.247
H -2.329 -0.527 -1.157 0.247
H -1.823 -0.623 -2.861 0.224
H 2.200 0.702 0.139 0.382
H 0.039 -1.144 1.043 0.183
H 0.996 1.475 2.356 0.203
H -0.373 -1.515 3.334 0.383
H -0.388 0.095 3.659 0.377
```


Number 1: HOMO level -12.91 eV, maximum force 1.6 eV Å⁻¹. Number 2: HOMO level -15.56 eV, maximum force 6.3 eV Å⁻¹. Number 3: HOMO level -12.32 eV, maximum force 5.3 eV Å⁻¹. Number 4: HOMO level -11.94 eV, maximum force 1.1 eV Å⁻¹.